Computed, not measured: C2H4N2 in the gas phase, with ωB97M-V with the def2-TZVPD basis set.

Calculated values
charge = 0
HOMO energy = -9.7 eV
SMILES string = C1[C@@H]2NN12
DFT total energy = -5114.5277 eV

```
8
C2H4N2, DFT ωB97M-V with the def2-TZVPD basis set
N -0.14799 -0.83553 -1.18916
N 0.65288 -0.81262 0.32345
C 0.43473 0.27641 -0.56921
C -0.08513 0.21748 0.89621
H -1.18271 -1.00069 -1.08936
H 0.40740 0.78969 1.71694
H 1.16754 0.98084 -1.04444
H -1.24673 0.38441 0.95558
```

In elementary charge units, the Mulliken charges are: atom 1 (N): -0.387, atom 2 (N): -0.353, atom 3 (C): 0.000, atom 4 (C): -0.221, atom 5 (H): 0.247, atom 6 (H): 0.272, atom 7 (H): 0.261, atom 8 (H): 0.182